(1)
The following is a DFT calculation (ωB97M-V/def2-TZVPD) of C2H2N2O3S in the gas phase at a distorted geometry.

The geometry in XYZ format:
```
10
Properties=species:S:1:pos:R:3:forces:R:3
C 1.0797 -0.0191 -0.1506 0.2 0.6 0.1
C -0.8844 -0.7892 -0.3673 -0.5 -0.5 -0.3
H 3.0575 -0.9739 -0.5501 0.0 0.2 0.1
H -2.2734 1.6147 0.9432 0.6 -1.0 0.1
N 0.4690 -1.0752 -0.5289 -0.1 -0.2 0.1
N -1.0069 0.6278 -0.0453 0.0 0.1 -0.2
O -1.8397 -1.4944 -0.5143 0.5 0.4 0.1
O -1.7393 0.7937 1.0900 -0.8 1.0 0.2
O 0.3428 1.0450 0.2284 0.2 -0.4 0.0
S 2.7948 0.2705 -0.1053 -0.1 -0.3 -0.1
```
Positions in Å, forces in eV/Å.

As for the HOMO energy: -0.3837 Eh. Its charge is 0. For the total energy, the calculation gives -810.74080 a.u. The gap between HOMO and LUMO comes out at 0.3939 hartree. The value obtained for the largest force on an atom is 1.31 eV Å⁻¹. The spin multiplicity is 1. The calculation puts the LUMO energy at 0.28 eV.

Here are the natural (NBO) charges for atoms 1 to 6, given in e: number 1, C, carries 0.417; number 2, C, carries 0.711; number 3, H, carries 0.167; number 4, H, carries 0.487; number 5, N, carries -0.566; number 6, N, carries 0.058

***

(2)
The following is a DFT calculation (ωB97M-V/def2-TZVPD) of a gas-phase ion, C2H5BrN (charge +1) at a distorted geometry.

The geometry in XYZ format:
```
9
Properties=species:S:1:pos:R:3:forces:R:3
C -1.1045 0.7228 -0.0921 1.8 -4.5 -0.4
C 1.2328 -0.6929 -0.3400 -1.0 2.7 1.2
N 0.1535 0.5206 0.1672 -0.9 -2.0 -1.1
Br 2.9249 -0.1058 0.5232 -1.4 -0.7 -1.0
H -1.7200 -0.1333 -0.5976 1.3 1.8 0.6
H -1.6144 1.4900 0.3821 -0.8 1.9 0.5
H 1.0962 -0.4241 -1.3814 1.0 -0.8 -0.3
H 0.7192 1.1781 0.6617 0.1 0.9 0.7
H 0.9491 -1.6955 0.0067 -0.2 0.6 -0.2
```
Positions in Å, forces in eV/Å.

As for the HOMO energy: -0.5644 Eh. Its charge is +1. For the total energy, the calculation gives -2707.64008 a.u. The gap between HOMO and LUMO comes out at 0.3596 hartree. The value obtained for the largest force on an atom is 4.89 eV Å⁻¹. The spin multiplicity is 1. The calculation puts the LUMO energy at -5.57 eV.

Here are the natural (NBO) charges for atoms 1 to 6, given in e: number 1, C, carries 0.125; number 2, C, carries -0.244; number 3, N, carries -0.433; number 4, Br, carries 0.128; number 5, H, carries 0.246; number 6, H, carries 0.234

***

(3)
The following is a DFT calculation (ωB97M-V/def2-TZVPD) of 7 unconnected molecules or ions with the total composition C18H52ClN4O10 at a distorted geometry.

The geometry in XYZ format:
```
85
Properties=species:S:1:pos:R:3:forces:R:3
Cl -0.4536 -0.2385 -0.0474 0.4 -0.9 0.8
O -1.8328 0.1117 -0.0331 -0.5 0.5 0.1
O 0.3179 0.7632 -0.7241 0.4 0.9 -0.9
O 0.0872 -0.3938 1.2657 0.0 0.6 1.6
O -0.2703 -1.5094 -0.6623 0.0 -1.0 -1.5
C 0.4022 3.8365 -1.4477 1.3 -0.3 1.2
O -0.8972 3.7432 -0.9587 -0.9 0.0 -0.4
H 1.0333 3.4214 -0.6567 0.5 0.2 0.0
H 0.6827 3.2266 -2.3090 -0.6 0.2 -0.5
H 0.6741 4.8860 -1.5571 -0.1 0.0 -0.3
H -0.9897 2.8444 -0.6259 -0.2 -0.2 0.0
C 3.6139 0.2414 -2.3666 -0.6 0.1 -0.4
O 3.3507 -0.9773 -1.6573 0.7 0.7 -0.5
H 3.2793 1.0758 -1.7496 0.1 0.2 -0.2
H 4.6283 0.4409 -2.7139 0.5 -0.7 0.8
H 3.0874 0.2405 -3.3246 -0.5 0.1 0.1
H 2.4759 -0.8042 -1.2985 -0.3 -0.4 0.3
C -1.8545 -6.4051 1.4711 0.8 0.8 -1.1
C -1.0424 -5.2094 0.9216 -0.3 -0.3 -0.1
C -0.6567 -5.4301 -0.5211 0.5 0.5 -1.2
O -1.7170 -5.5023 -1.4113 -2.1 0.0 -0.8
C -1.3808 -5.5798 -2.7912 0.3 -0.1 0.9
N -1.7748 -3.9575 1.0465 0.1 0.2 0.8
H -2.6536 -6.5442 0.7428 -0.2 -0.2 0.2
H -2.2632 -6.2718 2.4712 0.2 0.0 0.0
H -1.1384 -7.2232 1.3833 -0.4 -0.5 0.4
H -0.0638 -5.1098 1.4001 0.1 -0.4 0.4
H -0.0857 -6.3393 -0.7314 0.7 0.0 0.7
H -0.1214 -4.5248 -0.8245 0.8 -0.1 0.1
H -2.2577 -5.2934 -3.3687 0.0 -0.1 0.1
H -1.0562 -6.5912 -3.0485 -0.1 -0.2 -0.1
H -0.5373 -4.9328 -3.0419 -0.1 0.3 0.0
H -1.1864 -3.1923 0.7357 0.0 0.1 -0.8
H -1.7394 -3.7693 2.0426 -0.6 0.0 0.3
C 2.2724 -0.2579 4.1305 0.2 -0.4 -1.1
C 3.2838 0.8030 3.7328 1.3 0.3 1.7
C 2.6269 1.9959 3.1498 -1.7 -0.2 -0.6
O 3.5223 2.9980 2.7698 0.3 -0.3 -0.5
C 2.8650 3.9512 1.9837 0.5 0.9 -0.2
N 4.0796 1.2772 4.8980 0.0 0.1 0.5
H 2.7575 -1.1719 4.4731 0.1 0.3 0.6
H 1.7520 -0.6135 3.2389 -0.2 0.3 -0.1
H 1.5149 0.1288 4.8120 0.2 -0.1 0.2
H 4.1285 0.4407 3.1448 -0.7 -0.4 -0.9
H 1.9173 2.4132 3.8727 0.0 0.0 0.5
H 1.9568 1.6920 2.3403 0.3 0.0 -0.6
H 2.3558 3.5382 1.1118 -0.2 -0.3 0.2
H 3.6198 4.6351 1.5931 0.1 0.0 0.1
H 2.1804 4.5473 2.5911 -0.3 -0.1 0.0
H 3.4690 1.6093 5.6364 -0.3 -0.2 0.2
H 4.4907 2.1436 4.5714 0.5 0.0 0.0
C -1.3208 -2.0112 -4.4535 0.7 -0.6 -0.5
C -0.5050 -0.7677 -4.7131 0.9 0.4 0.2
C -0.5151 -0.2444 -6.2053 -2.1 -0.5 0.8
O 0.3073 -0.9910 -7.0702 1.0 -0.6 0.6
C 0.3403 -0.4569 -8.3680 -0.2 0.9 0.6
N -0.9523 0.2060 -3.6790 -0.6 0.8 -2.2
H -2.3541 -1.8589 -4.7649 0.0 0.1 0.2
H -1.2636 -2.2265 -3.3866 -0.2 0.0 0.0
H -0.9243 -2.8763 -4.9885 0.0 -0.1 -0.1
H 0.5623 -0.8494 -4.4915 0.2 -1.1 -0.3
H -0.4034 0.8417 -6.2665 0.8 0.2 0.1
H -1.5228 -0.3844 -6.6116 -0.5 0.0 0.2
H 0.7357 0.5563 -8.2571 0.1 0.2 -0.5
H -0.6767 -0.3737 -8.7589 -0.1 -0.1 -0.3
H 0.9826 -1.0123 -9.0489 -0.1 -0.3 0.3
H -0.6015 1.0706 -4.0731 -0.1 0.6 0.9
H -0.5149 0.0327 -2.7849 0.2 -0.1 -0.1
C -0.8843 2.9347 2.5006 0.5 1.1 -0.1
C -1.5285 2.2651 3.7025 0.5 -0.1 -0.2
C -2.7820 2.9094 4.2315 -0.5 0.2 0.7
O -2.4771 4.1927 4.7458 -0.1 0.9 -0.3
C -3.5955 5.0405 5.0740 0.9 -1.5 -0.2
N -1.8113 0.8776 3.3712 -0.4 0.0 0.5
H -0.0729 2.3063 2.1329 -0.3 -0.2 -0.2
H -0.3778 3.8777 2.7195 -0.2 0.2 0.4
H -1.5627 3.1850 1.6841 -0.2 -0.4 0.0
H -0.7913 2.2630 4.5085 0.0 0.1 0.2
H -3.2153 2.3129 5.0390 0.2 -0.3 0.2
H -3.5715 2.9008 3.4739 0.0 0.5 -0.4
H -4.2443 5.1199 4.2007 -0.1 0.3 0.0
H -3.1868 5.9948 5.4005 -0.1 0.0 -0.2
H -4.1307 4.5690 5.9008 -0.3 0.2 0.1
H -1.0071 0.5454 2.8556 -0.1 -0.5 -0.2
H -2.5876 0.8885 2.7211 0.0 -0.3 -0.3
```
Positions in Å, forces in eV/Å.

As for the HOMO energy: -0.2428 Eh. Its charge is -1. For the total energy, the calculation gives -2148.30477 a.u. The gap between HOMO and LUMO comes out at 0.3390 hartree. The value obtained for the largest force on an atom is 2.39 eV Å⁻¹. The spin multiplicity is 1. The calculation puts the LUMO energy at 2.62 eV.

Here are the Mulliken charges for atoms 1 to 6, given in e: number 1, Cl, carries 1.376; number 2, O, carries -0.768; number 3, O, carries -0.419; number 4, O, carries -0.619; number 5, O, carries -0.444; number 6, C, carries 0.156

***

(4)
The following is a DFT calculation (ωB97M-V/def2-TZVPD) of 3 unconnected molecules or ions with the total composition C5H16O2.

The geometry in XYZ format:
```
23
Properties=species:S:1:pos:R:3:forces:R:3
C 2.0913 -0.8692 1.1373 -0.3 -0.3 -0.1
C 1.7316 -0.6825 -0.3345 -0.2 0.7 0.4
C 0.2588 -0.3077 -0.5545 0.5 0.1 -0.3
C -0.1581 1.0239 0.0642 -0.4 0.5 -0.2
C 0.2321 2.2132 -0.8254 -0.4 -0.1 0.3
H 3.1260 -1.1792 1.2879 0.1 0.0 -0.1
H 1.9279 0.0645 1.6732 0.1 0.0 0.1
H 1.4365 -1.6050 1.6032 0.0 0.0 0.1
H 2.3218 0.1595 -0.7178 0.2 -0.2 -0.2
H 1.9627 -1.5561 -0.9441 0.1 -0.1 0.1
H -0.4117 -1.1178 -0.2742 0.0 0.0 0.2
H 0.1769 -0.1620 -1.6334 -0.3 -0.2 -0.1
H 0.2102 1.2104 1.0718 0.2 -0.3 0.1
H -1.2450 1.0589 0.2001 0.0 -0.2 0.0
H -0.2596 2.1319 -1.7982 0.3 -0.1 -0.1
H 1.3123 2.2818 -0.9277 0.1 0.1 -0.2
H -0.1335 3.1532 -0.4097 0.1 0.1 0.2
H -1.0798 -0.6617 3.1953 -0.1 0.0 0.0
H -1.6792 -2.0232 2.8505 0.0 0.2 -0.1
O -1.1539 -1.2979 2.4611 0.1 -0.1 -0.1
H -2.3165 0.5283 -1.4814 -0.2 -0.1 -0.1
H -3.0798 0.0600 -2.7543 -0.1 0.1 0.2
O -2.2555 -0.0283 -2.2692 0.2 0.0 -0.2
```
Positions in Å, forces in eV/Å.

As for the HOMO energy (alpha / beta): 0.0352 / -0.2520 Eh. Its charge is -1. For the total energy, the calculation gives -350.53239 a.u. The gap between HOMO and LUMO (alpha / beta) comes out at 0.0904 / 0.3796 hartree. As for the expectation value of S²: 0.750. The value obtained for the largest force on an atom is 0.83 eV Å⁻¹. The spin multiplicity is 2. The calculation puts the LUMO energy (alpha / beta) at 3.42 / 3.47 eV.

Here are the natural (NBO) charges for atoms 1 to 6, given in e: number 1, C, carries -0.643; number 2, C, carries -0.386; number 3, C, carries -0.412; number 4, C, carries -0.484; number 5, C, carries -0.614; number 6, H, carries 0.184

***

(5)
The following is a DFT calculation (ωB97M-V/def2-TZVPD) of C10H10N8 in the gas phase at a distorted geometry.

The geometry in XYZ format:
```
28
Properties=species:S:1:pos:R:3:forces:R:3
N -1.0333 -1.8885 -1.7614 0.9 -0.6 0.4
N -1.8033 1.9270 0.9434 1.7 2.2 2.8
N 1.6623 -1.9713 -0.8409 0.5 -2.6 -1.6
N 1.0386 2.0083 1.5195 -1.6 2.1 1.0
C -0.2476 -2.8852 -2.0786 1.2 1.7 -0.7
C -1.2502 2.7756 1.8563 -0.7 -1.5 -2.4
C 1.2010 -2.9789 -1.5869 -1.9 2.8 0.5
C 0.1899 2.9022 2.0235 2.0 -3.3 -0.4
C -1.3056 0.0810 -0.4243 0.3 -0.7 -0.7
C 1.2942 0.1151 0.3207 -0.9 -3.2 -2.4
C -0.4995 -0.9311 -0.9649 -0.1 1.1 1.9
C -0.8899 1.0693 0.4277 -0.1 -0.9 -0.6
C 0.8495 -0.9397 -0.5279 -0.4 0.8 0.7
C 0.4706 1.0638 0.7753 -0.5 0.7 -0.8
N -0.7160 -3.5655 -3.1922 3.1 -2.3 0.4
N -2.0934 3.5077 2.6111 0.1 -2.0 -0.7
N 2.0367 -3.9636 -2.0500 -1.6 -0.4 0.6
N 0.8288 3.7011 2.8901 0.2 3.0 2.4
H -2.3228 0.0663 -0.6364 -1.7 -0.1 -0.5
H 2.2475 0.1158 0.6976 2.3 -0.1 0.5
H -1.6103 -3.2347 -3.3877 -1.4 0.6 -1.0
H -0.0075 -3.6772 -3.9461 -1.3 0.1 0.8
H -1.7378 4.3384 2.9474 -0.2 2.0 1.0
H -3.0277 3.1467 2.5592 -0.4 0.9 0.3
H 2.9009 -3.6220 -2.3642 1.3 0.0 -0.4
H 1.5772 -4.7141 -2.5428 0.4 0.1 -0.1
H 1.8658 3.6689 2.9355 -1.5 -0.4 -0.3
H 0.3820 3.8847 3.7969 0.4 0.0 -0.8
```
Positions in Å, forces in eV/Å.

As for the HOMO energy: -0.2668 Eh. Its charge is 0. For the total energy, the calculation gives -825.13077 a.u. The gap between HOMO and LUMO comes out at 0.2623 hartree. The value obtained for the largest force on an atom is 4.09 eV Å⁻¹. The spin multiplicity is 1. The calculation puts the LUMO energy at -0.12 eV.

Here are the natural (NBO) charges for atoms 1 to 6, given in e: number 1, N, carries -0.468; number 2, N, carries -0.454; number 3, N, carries -0.433; number 4, N, carries -0.414; number 5, C, carries 0.341; number 6, C, carries 0.334

***

(6)
The following is a DFT calculation (ωB97M-V/def2-TZVPD) of CH2ClFP2 in the gas phase at a distorted geometry.

The geometry in XYZ format:
```
7
Properties=species:S:1:pos:R:3:forces:R:3
C 0.4471 0.5564 -0.4106 0.5 -0.8 0.2
F -0.6274 -1.7355 -0.6940 0.9 0.2 1.1
P -0.6519 0.5364 1.1854 -0.6 -0.9 -0.4
P 0.5324 -1.1544 0.3899 -0.8 0.5 -1.4
Cl 1.9048 1.5853 -0.0138 -1.0 -0.5 -0.1
H -1.9363 -0.3096 1.0688 1.5 1.2 -0.7
H 0.3313 0.5214 -1.5257 -0.5 0.2 1.4
```
Positions in Å, forces in eV/Å.

As for the HOMO energy: -0.3591 Eh. Its charge is 0. For the total energy, the calculation gives -1282.03145 a.u. The gap between HOMO and LUMO comes out at 0.3605 hartree. The value obtained for the largest force on an atom is 2.07 eV Å⁻¹. The spin multiplicity is 1. The calculation puts the LUMO energy at 0.04 eV.

Here are the natural (NBO) charges for atoms 1 to 6, given in e: number 1, C, carries -0.771; number 2, F, carries -0.592; number 3, P, carries 0.196; number 4, P, carries 0.900; number 5, Cl, carries -0.038; number 6, H, carries 0.030